(1)
Computed, not measured: a molecular structure, C17H19CuNO4P2, with wB97M-V/def2-TZVPD.

Properties
Electronic energy (hartree): -3338.26561
ΔE to the lowest compared entry with this formula, charge and spin (kcal per mole): 4.4
Gap between HOMO and LUMO (eV): 7.03
Net charge: -1
LUMO energy (eV): 2.14

XYZ file:
```
44
Properties=species:S:1:pos:R:3:forces:R:3:nbo_charge:R:1
Cu -0.256 0.368 -0.992 0.2 -0.3 0.2 0.79
O 0.113 7.154 -1.944 0.0 0.0 -0.1 -0.74
C 1.111 6.424 -2.061 0.0 0.0 0.2 0.73
O 2.290 6.698 -2.358 0.0 0.0 -0.1 -0.76
C 0.859 4.923 -1.757 0.0 0.0 0.0 -0.06
C 1.898 4.005 -1.862 0.0 0.0 0.0 -0.24
C 1.657 2.675 -1.588 0.0 0.0 0.1 0.02
N 0.454 2.220 -1.223 -0.1 0.3 -0.2 -0.59
C -0.559 3.097 -1.119 0.0 0.0 -0.1 0.08
C -0.389 4.447 -1.374 0.0 0.0 0.0 -0.20
C -1.922 2.519 -0.709 0.1 -0.1 0.2 0.74
O -2.831 3.295 -0.465 -0.1 0.0 0.0 -0.66
O -1.974 1.233 -0.621 -0.2 0.2 -0.1 -0.88
H 2.875 4.366 -2.153 0.0 0.0 0.0 0.25
H 2.445 1.933 -1.645 0.0 0.0 0.0 0.18
H -1.221 5.129 -1.278 0.0 0.0 0.0 0.27
C 0.819 -0.661 3.354 0.0 0.0 0.0 -0.93
P -0.095 -0.426 1.771 -0.1 0.1 0.0 0.79
C -1.664 0.282 2.393 0.0 0.0 0.0 -0.94
C -0.614 -2.167 1.425 0.0 0.1 0.0 -0.21
C -1.257 -2.945 2.381 0.0 0.0 0.0 -0.22
C -1.683 -4.234 2.098 0.0 0.0 0.0 -0.21
C -1.465 -4.763 0.836 0.0 0.0 0.0 -0.21
C -0.813 -4.005 -0.126 0.0 0.0 0.0 -0.21
C -0.380 -2.710 0.153 0.0 0.0 -0.1 -0.37
P 0.451 -1.661 -1.106 -0.1 -0.1 -0.1 0.81
C 0.304 -2.623 -2.654 0.0 0.0 0.1 -0.95
C 2.219 -1.943 -0.721 0.0 0.0 0.0 -0.94
H 0.236 -1.183 4.114 0.0 0.0 0.0 0.21
H 1.091 0.323 3.739 0.0 0.0 0.0 0.24
H 1.739 -1.217 3.166 0.0 0.0 0.0 0.23
H -2.104 -0.316 3.195 0.0 0.0 0.0 0.20
H -2.358 0.370 1.557 0.0 0.0 0.0 0.29
H -1.468 1.290 2.762 0.0 0.0 0.0 0.24
H -1.444 -2.535 3.367 0.0 0.0 0.0 0.21
H -2.191 -4.818 2.856 0.0 0.0 0.0 0.21
H -1.802 -5.764 0.597 0.0 0.0 0.0 0.21
H -0.652 -4.435 -1.105 0.0 0.0 0.0 0.21
H -0.736 -2.677 -2.974 0.0 0.0 0.0 0.25
H 0.718 -3.628 -2.559 0.0 0.0 0.0 0.21
H 0.863 -2.083 -3.418 0.0 0.0 0.0 0.25
H 2.433 -3.006 -0.599 0.0 0.0 0.0 0.22
H 2.488 -1.408 0.190 0.0 0.0 0.0 0.24
H 2.813 -1.543 -1.544 0.0 0.0 0.0 0.24
```
Forces are in eV/Å.

(2)
Computed, not measured: a molecular structure, C17H19CuO2P, with wB97M-V/def2-TZVPD.

Properties
Electronic energy (hartree): -2790.75866
Gap between HOMO and LUMO (spin up / spin down) (eV): 5.50 / 4.41
Net charge: +2
2S+1: 2
<S²>: 0.75
LUMO energy (spin up / spin down) (eV): -9.12 / -10.21

XYZ file:
```
40
Properties=species:S:1:pos:R:3:forces:R:3:nbo_charge:R:1
C -2.896 0.861 1.218 -0.2 0.1 -0.2 -0.61
C -3.341 0.308 -0.144 0.1 -0.3 0.1 -0.75
P -2.205 0.637 -1.512 -0.1 0.2 0.5 1.42
C -1.387 2.241 -1.525 0.4 -0.1 -0.1 -0.76
C -0.399 2.459 -0.348 -0.5 0.3 -0.2 -0.60
C -0.981 -0.682 -1.771 -0.3 0.1 0.0 -0.58
C -0.642 -1.019 -3.035 -0.2 -0.1 0.2 -0.19
C 0.400 -2.096 -3.221 0.3 0.2 0.5 0.42
O 0.365 -2.818 -4.171 -0.1 -0.4 -0.9 -0.39
C 1.371 -2.240 -2.119 -0.1 0.2 0.0 -0.22
C 1.070 -1.895 -0.862 0.7 -0.1 0.1 -0.02
C 2.075 -2.013 0.257 -0.3 0.0 0.3 -0.46
C 2.049 -0.862 1.239 0.2 0.4 0.0 -0.08
C 2.957 0.187 1.052 -0.3 0.3 0.3 -0.16
C 2.981 1.271 1.930 -0.3 -0.1 0.2 -0.21
C 2.107 1.325 3.014 -0.1 -0.7 -0.4 -0.19
C 1.213 0.271 3.212 0.2 0.1 -0.3 -0.20
C 1.184 -0.813 2.334 0.2 0.4 0.1 -0.22
C -0.294 -1.409 -0.606 0.1 0.5 -0.4 0.46
O -0.928 -1.579 0.401 -0.4 -0.3 0.6 -0.48
H -2.919 1.943 1.219 0.1 0.2 0.1 0.23
H -1.925 0.483 1.511 0.2 0.0 0.1 0.24
H -3.628 0.527 1.946 -0.1 -0.1 0.1 0.27
H -4.321 0.679 -0.434 -0.1 0.2 -0.1 0.29
H -3.439 -0.775 -0.078 0.0 -0.1 -0.1 0.26
H -0.837 2.294 -2.464 0.0 -0.1 -0.2 0.28
H -2.158 3.006 -1.574 -0.2 0.1 0.1 0.29
H 0.122 1.561 -0.036 0.2 -0.1 0.1 0.22
H -0.929 2.889 0.490 -0.1 -0.1 0.3 0.24
H 0.309 3.210 -0.676 0.3 0.0 -0.1 0.26
H -1.101 -0.543 -3.890 0.0 -0.2 -0.4 0.28
H 2.326 -2.672 -2.375 0.1 -0.2 -0.1 0.28
H 1.963 -2.968 0.770 -0.1 -0.1 0.1 0.26
H 3.043 -2.030 -0.229 0.2 -0.1 0.0 0.25
H 3.665 0.177 0.236 0.0 -0.1 -0.1 0.21
H 3.688 2.075 1.801 0.1 0.0 -0.1 0.23
H 2.148 2.150 3.704 0.0 0.1 0.1 0.24
H 0.557 0.277 4.069 -0.1 0.0 0.1 0.23
H 0.509 -1.626 2.543 -0.1 -0.2 0.0 0.22
Cu -1.771 -2.795 -1.876 0.0 0.1 -0.1 1.02
```
Forces are in eV/Å.